Entry 1:
Molecular formula: C33H16BrCl5F12NO4Ti
Method: DFT, the ωB97M-V functional and the def2-TZVPD basis

- HOMO energy (eV) = -5.1
- E_LUMO (eV) = 2.3
- E_tot (Ha) = -8546.069257
- F_max (eV/A) = 0.9
- gap between HOMO and LUMO (hartree) = 0.274
- total charge = -1

```
73
Properties=species:S:1:pos:R:3:mulliken_charge:R:1
Ti 0.668 0.696 0.000 -1.2961
C -5.386 0.372 -3.478 -1.6939
C -4.215 0.123 -2.569 0.7967
C -4.369 -0.038 -1.197 -1.2353
C -3.277 -0.246 -0.381 0.5134
C -1.971 -0.307 -0.882 -0.2415
N -0.886 -0.565 0.013 1.4189
C -1.114 -1.606 0.951 0.2280
C -2.003 -2.640 0.619 -0.3058
C -2.333 -3.656 1.493 -1.2037
C -1.778 -3.719 2.764 0.3698
C -2.122 -4.819 3.729 -1.6310
C -0.827 -2.762 3.070 -0.9048
C -0.458 -1.741 2.196 -0.6777
C 0.785 -0.930 2.522 1.8060
O 0.855 0.182 1.751 -0.3611
C 2.017 -1.831 2.193 0.6066
F 1.949 -2.251 0.929 -0.1855
F 3.170 -1.158 2.348 -0.2782
F 2.084 -2.923 2.970 -0.2788
C 0.884 -0.445 4.002 0.3625
F 1.775 0.540 4.121 -0.2189
F -0.301 0.016 4.429 -0.2368
F 1.258 -1.419 4.860 -0.2691
C -1.804 -0.055 -2.251 -1.1628
C -2.922 0.116 -3.064 -0.8756
C -0.386 0.142 -2.779 1.8874
O 0.318 0.795 -1.816 0.3817
C 0.268 -1.225 -3.142 0.3489
F 0.534 -1.946 -2.055 -0.1273
F 1.419 -1.075 -3.813 -0.3032
F -0.552 -1.955 -3.922 -0.3190
C -0.320 1.077 -4.024 0.2072
F -1.064 2.176 -3.825 -0.2055
F 0.929 1.481 -4.261 -0.2335
F -0.767 0.480 -5.153 -0.2861
H -6.294 -0.098 -3.097 0.4060
H -5.590 1.440 -3.580 0.2793
H -5.202 -0.021 -4.478 0.4015
H -5.357 0.003 -0.753 0.3652
H -3.427 -0.375 0.681 0.5459
H -2.460 -2.639 -0.359 0.5530
H -3.038 -4.415 1.173 0.3526
H -3.098 -5.250 3.504 0.3936
H -1.393 -5.632 3.691 0.2907
H -2.147 -4.454 4.757 0.3861
H -0.321 -2.827 4.025 0.5240
H -2.783 0.276 -4.125 0.5320
Cl -1.950 1.465 2.237 -0.1798
C -1.582 2.683 1.041 1.0962
C -0.439 2.580 0.258 -1.5001
C -0.201 3.670 -0.581 1.6734
Cl 1.248 3.756 -1.555 -0.1884
C -1.071 4.754 -0.696 -0.2597
Cl -0.748 6.068 -1.777 -0.2163
C -2.237 4.780 0.064 0.4910
Cl -3.347 6.098 -0.085 -0.2239
C -2.489 3.743 0.948 -0.3279
Cl -3.932 3.785 1.905 -0.2202
Br 7.582 -1.767 -1.169 -0.2153
C 6.697 -0.243 -0.460 -0.2456
C 7.451 0.784 0.084 -0.3319
C 6.802 1.896 0.605 -0.6901
C 5.419 1.969 0.581 -0.5226
C 4.683 0.928 0.031 0.2366
C 5.316 -0.188 -0.495 -0.2272
C 3.198 1.029 0.034 1.2460
O 2.608 1.994 0.540 -0.8025
O 2.513 0.077 -0.496 -0.8772
H 8.530 0.714 0.099 0.3951
H 7.382 2.703 1.032 0.3882
H 4.888 2.820 0.984 0.4863
H 4.728 -0.990 -0.919 0.5900
```

***

Entry 2:
Molecular formula: C3F4N2
Method: DFT, the ωB97M-V functional and the def2-TZVPD basis

- HOMO energy (alpha / beta) (eV) = -11.5 / -12.3
- E_LUMO (alpha / beta) (eV) = -3.9 / -3.4
- E_tot (Ha) = -623.021296
- ΔE to the lowest compared entry with this formula, charge and spin (kcal/mol) = 153.5
- F_max (eV/A) = 6.6
- gap between HOMO and LUMO (alpha / beta) (hartree) = 0.282 / 0.324
- total charge = 0

```
9
Properties=species:S:1:pos:R:3:mulliken_charge:R:1
C 0.258 -0.206 -2.275 -0.0095
C -0.380 0.408 0.109 0.1460
C 0.342 -0.597 0.907 0.9236
N 0.502 -0.512 -3.328 -0.2534
N -0.962 1.456 -0.045 -0.0887
F 1.676 -0.320 1.039 -0.2021
F -0.135 -0.593 2.135 -0.2082
F 0.171 -1.840 0.398 -0.1813
F -1.471 2.203 1.059 -0.1265
```

***

Entry 3:
Molecular formula: C2H3N5O3
Method: DFT, the ωB97M-V functional and the def2-TZVPD basis

- HOMO energy (alpha / beta) (eV) = -7.9 / -8.6
- E_LUMO (alpha / beta) (eV) = -1.8 / -1.3
- E_tot (Ha) = -577.202382
- ΔE to the lowest compared entry with this formula, charge and spin (kcal/mol) = 112.5
- F_max (eV/A) = 4.4
- gap between HOMO and LUMO (alpha / beta) (hartree) = 0.224 / 0.267
- total charge = 0

```
13
Properties=species:S:1:pos:R:3:mulliken_charge:R:1
C 0.935 -0.458 0.107 0.3494
C 0.309 -1.639 0.095 0.6776
N 0.690 0.855 0.076 -0.4066
N -0.412 1.519 -0.049 -0.0568
N -1.762 1.108 0.135 0.6960
N 2.388 -0.628 0.218 -0.4938
N -1.812 -0.252 -0.002 0.0983
O -2.634 1.983 0.038 -0.7188
O -2.836 -0.883 0.019 -0.4860
O 0.063 -2.758 -0.164 -0.3358
H -0.433 2.485 -0.313 0.2491
H 2.538 -1.495 -0.202 0.1752
H 2.967 0.165 0.043 0.2524
```

***

Entry 4:
Molecular formula: C23H43InN2OP3S
Method: DFT, the ωB97M-V functional and the def2-TZVPD basis

- HOMO energy (alpha / beta) (eV) = -16.4 / -16.3
- E_LUMO (alpha / beta) (eV) = -11.8 / -11.4
- E_tot (Ha) = -2698.241349
- ΔE to the lowest compared entry with this formula, charge and spin (kcal/mol) = 19.3
- F_max (eV/A) = 2.6
- gap between HOMO and LUMO (alpha / beta) (hartree) = 0.169 / 0.180
- total charge = +3

```
74
Properties=species:S:1:pos:R:3:mulliken_charge:R:1
In -1.057 0.157 -0.214 0.8518
P -0.122 -0.162 2.356 0.9506
P 2.172 0.423 -0.209 0.8994
P 0.086 -2.505 -0.764 0.7672
H -7.079 0.728 -4.598 0.4431
C -7.118 -0.312 -4.251 -0.4231
C -7.700 -0.529 -3.053 -0.5335
H -8.031 0.347 -2.491 0.3061
C -0.556 1.329 3.353 -1.2417
C 1.478 -0.588 3.191 -1.3308
C -1.191 -1.411 3.187 -1.2429
C 2.859 0.828 -1.859 -1.3549
C 2.926 1.888 0.650 -1.0740
C 3.491 -0.772 0.306 -1.7260
C -1.338 -3.603 -1.125 -1.2480
C 0.994 -3.577 0.418 -1.1344
C 1.083 -2.716 -2.260 -1.2630
H -6.907 -1.077 -5.004 0.3365
H -8.050 -1.506 -2.726 0.3017
H -1.475 1.782 2.959 0.3450
H 0.251 2.075 3.264 0.3153
H -0.722 1.007 4.398 0.4885
H 2.251 0.168 2.985 0.3885
H 1.848 -1.564 2.840 0.3352
H 1.288 -0.629 4.281 0.5283
H -2.244 -1.192 2.969 0.3719
H -0.992 -1.361 4.275 0.5043
H -0.977 -2.417 2.797 0.2605
H 3.951 0.743 -1.805 0.4580
H 2.604 1.860 -2.119 0.4574
H 2.463 0.145 -2.619 0.2595
H 4.019 1.735 0.649 0.5215
H 2.546 1.972 1.681 0.2337
H 2.698 2.815 0.094 0.2855
H 4.452 -0.259 0.149 0.5864
H 3.468 -1.685 -0.303 0.4035
H 3.408 -1.030 1.371 0.3748
H -0.906 -4.560 -1.449 0.5756
H -1.963 -3.156 -1.911 0.2827
H -1.952 -3.717 -0.219 0.3720
H 1.194 -4.508 -0.144 0.5057
H 0.357 -3.783 1.294 0.3772
H 1.937 -3.106 0.738 0.2293
H 0.940 -3.753 -2.573 0.5541
H 2.141 -2.511 -2.068 0.3856
H 0.714 -2.051 -3.043 0.3222
C -3.893 -0.498 -1.749 0.7569
C -3.182 -0.648 -2.949 -0.0240
C -3.618 0.016 -4.094 -1.1930
C -4.815 0.742 -4.042 -0.4419
C -5.415 1.073 -2.797 -1.0713
C -5.025 0.353 -1.671 -0.3858
S -3.302 -1.243 -0.332 -0.2429
H -0.840 -0.327 -1.985 -0.1730
H -2.246 -1.212 -2.953 0.3395
H -3.077 -0.036 -5.047 0.4861
H -5.274 0.985 -5.014 0.5869
H -6.265 1.776 -2.762 0.6896
H -5.566 0.402 -0.731 0.5733
N 1.088 6.589 -0.936 -0.4048
C 1.120 5.220 -0.917 0.5726
O 2.157 4.579 -1.125 -0.6109
C -0.155 4.528 -0.545 0.0136
C -1.259 5.166 0.053 -0.4023
C -2.306 4.390 0.531 -1.1521
C -2.236 3.000 0.437 -0.2470
N -1.190 2.387 -0.161 -0.2726
C -0.186 3.138 -0.679 -0.0810
H 1.888 7.072 -1.326 0.2905
H 0.195 7.056 -1.036 0.1757
H -1.261 6.243 0.149 0.4220
H -3.173 4.841 0.996 0.4772
H -3.026 2.374 0.843 0.6764
H 0.629 2.592 -1.177 0.6358
```

***

Entry 5:
Molecular formula: C6H12
Method: DFT, the ωB97M-V functional and the def2-TZVPD basis

- HOMO energy (eV) = -9.7
- E_LUMO (eV) = 1.2
- E_tot (Ha) = -235.748012
- ΔE to the lowest compared entry with this formula, charge and spin (kcal/mol) = 44.1
- F_max (eV/A) = 0.2
- gap between HOMO and LUMO (hartree) = 0.400
- total charge = 0

```
18
Properties=species:S:1:pos:R:3:mulliken_charge:R:1
C 1.693 -0.042 0.909 -1.2228
C 0.932 1.070 0.182 -0.1969
C -0.254 1.555 0.969 -0.0927
C -1.491 1.667 0.493 -0.8369
C -1.352 -1.604 -1.058 -0.4400
C -0.203 -2.114 -1.487 -0.4626
H 1.028 -0.880 1.151 0.2954
H 2.118 0.324 1.851 0.3762
H 2.517 -0.425 0.298 0.3188
H 0.597 0.717 -0.801 0.2480
H 1.617 1.910 0.003 0.2932
H -0.058 1.822 2.009 0.2828
H -2.312 2.023 1.111 0.2456
H -1.727 1.411 -0.538 0.2922
H -1.423 -1.065 -0.116 0.2662
H -2.269 -1.697 -1.636 0.2287
H 0.713 -2.021 -0.908 0.1639
H -0.128 -2.649 -2.431 0.2409
```

***

Entry 6:
Molecular formula: C6H10N4
Method: DFT, the ωB97M-V functional and the def2-TZVPD basis

- HOMO energy (eV) = -18.5
- E_LUMO (eV) = -10.2
- E_tot (Ha) = -452.953947
- ΔE to the lowest compared entry with this formula, charge and spin (kcal/mol) = 31.1
- F_max (eV/A) = 3.6
- gap between HOMO and LUMO (hartree) = 0.305
- total charge = +2

```
20
Properties=species:S:1:pos:R:3:mulliken_charge:R:1
C 2.014 -1.448 0.376 -0.1381
C 1.778 0.780 -0.023 0.3837
C 0.324 0.652 0.016 0.5478
C 0.709 -1.798 -0.133 -0.4367
C -1.604 -0.648 -0.388 -0.3806
C -1.918 0.736 0.269 -0.5814
N 2.483 -0.268 0.301 -0.4264
N -0.090 -0.587 -0.268 0.0313
N -0.637 1.444 0.370 -0.0511
N 2.526 1.781 -0.455 -0.2657
H 2.732 -2.133 0.799 0.4845
H 0.633 -2.193 -1.210 0.3949
H 0.279 -2.574 0.565 0.3607
H -1.993 -1.450 0.251 0.3488
H -1.833 -0.450 -1.470 0.3308
H -2.808 1.385 -0.135 0.3455
H -2.144 0.663 1.351 0.3692
H -0.675 2.382 0.630 0.1427
H 2.192 2.598 -0.807 0.2100
H 3.572 1.763 -0.604 0.3302
```